# 1
Computed, not measured: C27H25ClIrN2OPSe as an isolated structure in a non-equilibrium geometry, with the ωB97M-V functional and the def2-TZVPD basis.

```
59
Properties=species:S:1:pos:R:3
Ir 0.026 -0.603 0.092
Cl 1.549 -0.249 1.891
C -1.121 -0.872 -1.305
O -1.847 -1.042 -2.201
P -0.230 1.708 0.023
C 1.196 2.684 -0.579
C -1.592 2.343 -1.019
C -0.607 2.377 1.679
C -2.709 2.990 -0.479
C -3.733 3.437 -1.316
C -3.648 3.245 -2.694
C -2.534 2.600 -3.238
C -1.514 2.149 -2.407
H -2.776 3.148 0.592
H -4.596 3.939 -0.887
H -4.447 3.593 -3.343
H -2.465 2.443 -4.311
H -0.652 1.643 -2.833
C 2.493 2.166 -0.457
C 3.587 2.912 -0.894
C 3.398 4.174 -1.459
C 2.109 4.693 -1.588
C 1.012 3.952 -1.151
H 2.633 1.187 -0.010
H 4.589 2.504 -0.794
H 4.253 4.751 -1.803
H 1.955 5.672 -2.032
H 0.009 4.354 -1.263
C -0.131 3.615 2.121
C -0.472 4.080 3.392
C -1.292 3.315 4.222
C -1.768 2.078 3.783
C -1.421 1.606 2.520
H 0.515 4.208 1.481
H -0.091 5.038 3.735
H -1.551 3.677 5.213
H -2.398 1.474 4.430
H -1.761 0.632 2.176
H 4.744 0.086 1.564
H 4.466 0.115 2.253
C 1.414 -3.781 1.687
N 0.957 -4.223 0.372
C 1.052 -3.556 -0.816
Se 1.837 -1.991 -1.064
N 0.529 -4.275 -1.840
C 0.104 -5.422 -1.279
C -0.496 -6.518 -1.902
C -0.839 -7.621 -1.098
C -0.582 -7.601 0.291
C 0.024 -6.479 0.891
C 0.359 -5.397 0.064
H 0.860 -2.871 1.980
H 2.504 -3.574 1.656
H 1.229 -4.549 2.464
H 0.487 -4.011 -2.849
H -0.685 -6.526 -2.967
H -1.301 -8.492 -1.545
H -0.849 -8.457 0.898
H 0.220 -6.479 1.953
```

Computed properties:
- HOMO-LUMO gap (alpha / beta) (Eh) = 0.216 / 0.144
- multiplicity = 5
- E (eV) = -123411.0371
- LUMO (alpha / beta) (Ha) = -0.2186 / -0.3796
- molar mass (g mol⁻¹) = 731.11
- highest occupied orbital energy (alpha / beta) (eV) = -11.8 / -14.2
- largest force on an atom (eV Å⁻¹) = 4.63
- charge = +2

# 2
Computed, not measured: C27H25Co2O6Si as an isolated structure in a non-equilibrium geometry, with the ωB97M-V functional and the def2-TZVPD basis.

```
61
Properties=species:S:1:pos:R:3
C 1.211 5.361 1.327
Si 1.271 3.513 1.077
C 0.455 3.115 -0.557
C 2.991 2.779 1.094
C 0.331 2.731 2.547
C -0.849 1.886 2.117
C -0.649 0.527 2.056
C -2.109 2.544 1.753
C -2.339 3.912 2.056
C -3.474 4.577 1.597
C -4.445 3.888 0.863
C -4.264 2.525 0.596
C -3.112 1.859 1.027
H 1.594 5.637 2.318
H 1.826 5.859 0.566
H 0.182 5.733 1.232
H 0.451 2.038 -0.768
H -0.582 3.472 -0.594
H 1.014 3.605 -1.369
H 2.956 1.679 1.115
H 3.540 3.091 0.195
H 3.549 3.126 1.975
H 1.082 2.116 3.067
H 0.050 3.548 3.227
H -1.460 -0.161 1.828
H 0.261 0.120 2.492
H -1.619 4.453 2.676
H -3.601 5.634 1.833
H -5.337 4.408 0.512
H -5.034 1.974 0.052
H -2.983 0.799 0.790
O 1.057 0.134 -2.138
C 0.717 -0.587 -1.295
Co 0.283 -1.707 -0.042
C 1.525 -1.305 1.164
O 2.366 -0.945 1.878
C -1.483 -1.828 0.001
O -2.640 -1.713 -0.042
C 0.755 -3.251 -1.080
C 0.420 -3.450 -2.488
C -0.799 -2.985 -3.019
C -1.070 -3.122 -4.380
C -0.131 -3.717 -5.233
C 1.057 -4.234 -4.703
C 1.311 -4.147 -3.332
C 1.990 -3.412 -0.386
C 3.265 -2.985 -0.396
Co 0.648 -4.107 0.501
C -0.998 -3.894 1.277
O -1.917 -4.019 1.968
C 0.614 -5.855 0.284
O 0.590 -7.011 0.296
C 1.587 -4.044 1.980
O 2.197 -4.041 2.962
H -1.523 -2.518 -2.346
H -2.024 -2.759 -4.769
H -0.325 -3.790 -6.304
H 1.797 -4.710 -5.347
H 2.203 -4.604 -2.896
H 3.882 -3.112 0.494
H 3.735 -2.625 -1.316
```

Computed properties:
- HOMO-LUMO gap (Eh) = 0.238
- E (eV) = -123820.3096
- energy above the lowest of the compared OMol25 structures with the same formula, charge and spin (eV) = 0.000
- LUMO (Ha) = 0.0998
- molar mass (g mol⁻¹) = 591.44
- highest occupied orbital energy (eV) = -3.8
- largest force on an atom (eV Å⁻¹) = 4.99
- charge = -1

# 3
Computed, not measured: C27H25CuN6S4 as an isolated structure, with the ωB97M-V functional and the def2-TZVPD basis.

```
63
Properties=species:S:1:pos:R:3
Cu 1.650 0.606 -0.198
N 5.905 2.299 -0.511
C 6.582 1.193 -0.989
C 7.934 0.918 -1.161
C 8.250 -0.327 -1.668
C 7.255 -1.264 -1.994
C 5.915 -0.983 -1.817
C 5.579 0.268 -1.301
N 4.331 0.806 -1.021
C 4.570 1.998 -0.564
C 3.526 2.938 -0.160
C 3.670 4.273 0.033
S 2.172 4.970 0.460
C 1.432 3.441 0.351
N 2.241 2.470 0.028
H 6.318 3.153 -0.182
H 8.703 1.638 -0.912
H 9.289 -0.588 -1.820
H 7.551 -2.225 -2.393
H 5.140 -1.695 -2.071
H 4.554 4.880 -0.081
H 0.372 3.294 0.526
S -6.621 0.844 -2.048
C -5.149 1.320 -1.437
S -3.792 1.670 -2.455
C -2.717 1.821 -1.055
N -3.372 1.698 0.061
N -4.732 1.468 -0.156
C -5.509 1.310 1.032
C -6.878 1.545 1.047
C -7.590 1.372 2.227
C -6.954 0.974 3.393
C -5.582 0.765 3.377
C -4.858 0.935 2.208
S -1.051 2.043 -1.268
H -7.385 1.862 0.150
H -8.656 1.557 2.226
H -7.518 0.841 4.307
H -5.064 0.481 4.284
H -3.786 0.814 2.199
C -3.489 -1.793 -0.978
N -2.246 -2.233 -0.295
C -2.401 -2.156 1.183
C -1.028 -1.461 -0.744
C 0.251 -2.139 -0.312
C 0.330 -3.533 -0.262
C 1.489 -4.172 0.148
C 2.579 -3.396 0.512
C 2.496 -2.012 0.425
C 1.343 -1.320 0.005
H -4.307 -2.454 -0.700
H -3.338 -1.805 -2.054
H -3.708 -0.783 -0.654
H -2.077 -3.207 -0.541
H -2.605 -1.118 1.437
H -1.478 -2.482 1.652
H -3.234 -2.784 1.490
H -1.106 -0.465 -0.311
H -1.094 -1.345 -1.827
H -0.499 -4.172 -0.567
H 1.537 -5.253 0.180
H 3.493 -3.868 0.856
H 3.369 -1.434 0.708
```

Computed properties:
- HOMO-LUMO gap (Eh) = 0.257
- E (eV) = -125325.4794
- energy above the lowest of the compared OMol25 structures with the same formula, charge and spin (eV) = 0.663
- LUMO (Ha) = 0.0036
- molar mass (g mol⁻¹) = 625.35
- highest occupied orbital energy (eV) = -6.9
- largest force on an atom (eV Å⁻¹) = 0.50

# 4
Computed, not measured: C27H25F5N3O2SV as an isolated structure in a non-equilibrium geometry, with the ωB97M-V functional and the def2-TZVPD basis.

```
64
Properties=species:S:1:pos:R:3
V -0.219 0.118 -0.115
C -2.821 1.543 -0.829
N -1.615 1.136 -1.605
C -2.115 0.309 -2.733
C -1.083 -0.536 -3.467
C -0.574 -1.785 -2.739
N -0.268 -1.620 -1.302
C -0.360 -2.724 -0.647
C -0.022 -3.002 0.750
C -0.325 -4.300 1.202
C -0.027 -4.715 2.478
C 0.625 -3.802 3.331
C 0.938 -2.530 2.923
C 0.592 -2.069 1.628
O 0.839 -0.845 1.287
C -0.955 2.395 -2.037
C 0.406 2.315 -2.758
C 1.446 1.349 -2.172
N 1.250 1.268 -0.725
C 1.944 2.053 0.025
C 1.638 2.388 1.405
C 2.600 3.099 2.135
C 2.364 3.537 3.416
C 1.104 3.266 3.985
C 0.132 2.594 3.285
C 0.355 2.130 1.967
O -0.598 1.535 1.317
H -3.479 2.150 -1.463
H -2.511 2.108 0.046
H -3.359 0.648 -0.515
H -2.621 0.982 -3.438
H -2.865 -0.367 -2.315
H -0.260 0.080 -3.826
H -1.587 -0.909 -4.364
H 0.331 -2.131 -3.243
H -1.323 -2.575 -2.831
H -0.727 -3.596 -1.186
H -0.830 -4.973 0.515
H -0.286 -5.709 2.816
H 0.875 -4.105 4.342
H 1.414 -1.818 3.587
H -0.828 2.978 -1.126
H -1.651 2.946 -2.681
H 0.812 3.329 -2.695
H 0.275 2.102 -3.822
H 2.455 1.695 -2.411
H 1.328 0.354 -2.596
H 2.806 2.551 -0.427
H 3.561 3.295 1.664
H 3.121 4.076 3.969
H 0.893 3.596 4.996
H -0.835 2.377 3.722
F -3.091 -3.266 4.920
C -3.163 -3.175 3.580
C -2.649 -2.083 2.919
F -2.079 -1.094 3.619
C -2.735 -2.025 1.538
F -2.153 -0.932 0.973
C -3.333 -2.985 0.734
S -3.446 -2.886 -1.029
C -3.828 -4.068 1.458
F -4.421 -5.098 0.822
C -3.751 -4.174 2.837
F -4.256 -5.254 3.467
```

Computed properties:
- HOMO-LUMO gap (alpha / beta) (Eh) = 0.218 / 0.240
- multiplicity = 4
- E (eV) = -87083.8037
- energy above the lowest of the compared OMol25 structures with the same formula, charge and spin (eV) = 0.270
- LUMO (alpha / beta) (Ha) = 0.0888 / 0.0888
- molar mass (g mol⁻¹) = 601.52
- highest occupied orbital energy (alpha / beta) (eV) = -3.5 / -4.1
- largest force on an atom (eV Å⁻¹) = 1.55
- charge = -1